1.
A 8-piece molecular cluster, C38H79BIN2O21PS9 overall in a non-equilibrium geometry, computed with ωB97M-V/def2-TZVPD.

Bonds (Å) are listed after each position.
CARTESIAN COORDINATES (ANGSTROEM)
1 C 4.012 0.527 1.199  C2 1.614, H25 1.151, H26 1.138, H27 1.149
2 C 2.943 0.472 2.407  C1 1.614, C3 1.601, H28 1.135, H29 1.153
3 C 1.546 0.000 1.784  C2 1.601, C4 1.632, H30 1.150, H31 1.154
4 C 0.660 -0.931 2.790  C3 1.632, N5 1.476, H32 1.130, H33 1.158
5 N -0.204 -1.769 1.936  C4 1.476, C6 1.484, H34 1.041
6 C -0.593 -3.101 2.460  N5 1.484, N7 1.488, C9 1.599, P21 1.954
7 N -1.470 -3.097 3.662  C6 1.488, I8 2.034, H35 1.027
8 I -0.553 -2.974 5.473  N7 2.034
9 C 0.558 -4.211 2.433  C6 1.599, S10 1.891, O11 1.434, H36 1.155
10 S 0.071 -5.845 3.249  C9 1.891, H37 1.404
11 O 1.789 -3.845 3.072  C9 1.434, C12 1.443
12 C 2.847 -3.544 2.138  O11 1.443, C13 1.633, B17 1.652, H38 1.140
13 C 4.009 -2.817 3.026  C12 1.633, C14 1.618, H39 1.151, H40 1.133
14 C 4.708 -3.997 3.885  C13 1.618, O15 1.257, O16 1.435
15 O 5.933 -4.266 3.800  C14 1.257
16 O 3.972 -4.778 4.837  C14 1.435, H41 0.989
17 B 3.599 -4.877 1.517  C12 1.652, O18 1.449, O19 1.453
18 O 3.245 -6.226 1.908  B17 1.449, H42 0.989
19 O 4.609 -4.573 0.517  B17 1.453, C20 1.466
20 C 3.954 -3.960 -0.643  O19 1.466, H43 1.155, H44 1.142, H45 1.149
21 P -1.833 -3.667 1.059  C6 1.954, O22 1.727, O23 1.687, S24 1.969
22 O -3.456 -3.338 1.551  P21 1.727, H46 0.989
23 O -1.663 -5.284 0.607  P21 1.687, H47 0.986
24 S -1.569 -2.626 -0.591  P21 1.969
25 H 4.351 1.604 0.976  C1 1.151
26 H 3.619 0.116 0.213  C1 1.138
27 H 4.957 -0.078 1.448  C1 1.149
28 H 3.293 -0.115 3.314  C2 1.135
29 H 2.798 1.568 2.735  C2 1.153
30 H 0.909 0.882 1.413  C3 1.150
31 H 1.736 -0.678 0.870  C3 1.154
32 H 1.276 -1.434 3.593  C4 1.130
33 H -0.020 -0.174 3.341  C4 1.158
34 H -1.104 -1.251 1.867  N5 1.041
35 H -2.210 -2.387 3.614  N7 1.027
36 H 0.692 -4.492 1.320  C9 1.155
37 H 0.703 -5.759 4.499  S10 1.404
38 H 2.560 -2.785 1.338  C12 1.140
39 H 3.554 -2.122 3.823  C13 1.151
40 H 4.794 -2.305 2.389  C13 1.133
41 H 4.121 -5.737 4.648  O16 0.989
42 H 2.504 -6.460 1.295  O18 0.989
43 H 2.813 -4.137 -0.618  C20 1.155
44 H 4.400 -4.312 -1.634  C20 1.142
45 H 4.082 -2.819 -0.629  C20 1.149
46 H -3.500 -2.375 1.773  O22 0.989
47 H -2.487 -5.560 0.141  O23 0.986
48 C 2.837 -0.291 -5.266  C49 1.530, C54 1.522, H55 1.090, H56 1.095
49 C 2.279 -1.715 -5.327  C48 1.530, C50 1.531, H57 1.095, H58 1.092
50 C 2.727 -2.439 -4.055  C49 1.531, S51 1.790, H59 1.091, H60 1.091
51 S 2.927 -1.173 -2.805  C50 1.790, O52 1.447, O53 1.446, C54 1.783
52 O 4.326 -1.097 -2.446  S51 1.447
53 O 1.884 -1.312 -1.814  S51 1.446
54 C 2.537 0.210 -3.861  C48 1.522, S51 1.783, H61 1.090, H62 1.093
55 H 2.390 0.352 -6.025  C48 1.090
56 H 3.919 -0.311 -5.434  C48 1.095
57 H 1.185 -1.675 -5.362  C49 1.095
58 H 2.616 -2.243 -6.221  C49 1.092
59 H 1.983 -3.163 -3.720  C50 1.091
60 H 3.690 -2.932 -4.193  C50 1.091
61 H 3.136 1.075 -3.577  C54 1.090
62 H 1.474 0.432 -3.741  C54 1.093
63 C -4.642 -8.244 2.417  C64 1.530, C69 1.523, H70 1.092, H71 1.095
64 C -6.027 -7.756 2.847  C63 1.530, C65 1.530, H72 1.095, H73 1.092
65 C -6.559 -6.848 1.735  C64 1.530, S66 1.790, H74 1.090, H75 1.091
66 S -5.794 -7.413 0.219  C65 1.790, O67 1.445, O68 1.445, C69 1.784
67 O -4.922 -6.371 -0.271  S66 1.445
68 O -6.795 -8.037 -0.616  S66 1.445
69 C -4.791 -8.686 0.967  C63 1.523, S66 1.784, H76 1.090, H77 1.092
70 H -4.285 -9.059 3.050  C63 1.092
71 H -3.923 -7.422 2.487  C63 1.095
72 H -6.694 -8.615 2.971  C64 1.095
73 H -5.991 -7.228 3.802  C64 1.092
74 H -7.643 -6.919 1.641  C65 1.090
75 H -6.267 -5.809 1.894  C65 1.091
76 H -3.840 -8.765 0.442  C69 1.090
77 H -5.340 -9.627 0.896  C69 1.092
78 C -4.262 3.058 -1.165  C79 1.530, C84 1.522, H85 1.092, H86 1.095
79 C -4.993 1.715 -1.201  C78 1.530, C80 1.530, H87 1.094, H88 1.092
80 C -3.951 0.619 -0.960  C79 1.530, S81 1.789, H89 1.091, H90 1.091
81 S -2.659 1.370 0.024  C80 1.789, O82 1.444, O83 1.452, C84 1.783
82 O -1.448 1.410 -0.761  S81 1.444
83 O -2.694 0.813 1.364  S81 1.452
84 C -3.363 3.007 0.062  C78 1.522, S81 1.783, H91 1.090, H92 1.092
85 H -4.959 3.897 -1.116  C78 1.092
86 H -3.656 3.174 -2.070  C78 1.095
87 H -5.745 1.688 -0.407  C79 1.094
88 H -5.512 1.562 -2.150  C79 1.092
89 H -4.375 -0.227 -0.417  C80 1.091
90 H -3.507 0.275 -1.895  C80 1.091
91 H -2.569 3.754 0.045  C84 1.090
92 H -3.946 3.099 0.980  C84 1.092
93 C 9.327 3.106 0.766  C94 1.530, C99 1.523, H100 1.092, H101 1.095
94 C 9.033 1.690 1.267  C93 1.530, C95 1.530, H102 1.095, H103 1.092
95 C 8.240 1.819 2.570  C94 1.530, S96 1.790, H104 1.090, H105 1.091
96 S 7.352 3.369 2.463  C95 1.790, O97 1.445, O98 1.445, C99 1.785
97 O 7.864 4.264 3.475  S96 1.445
98 O 5.940 3.099 2.317  S96 1.445
99 C 8.012 3.866 0.882  C93 1.523, S96 1.785, H106 1.090, H107 1.092
100 H 9.700 3.104 -0.259  C93 1.092
101 H 10.086 3.572 1.402  C93 1.095
102 H 8.433 1.157 0.522  C94 1.095
103 H 9.950 1.117 1.419  C94 1.092
104 H 7.528 1.002 2.690  C95 1.090
105 H 8.901 1.867 3.437  C95 1.091
106 H 8.137 4.948 0.854  C99 1.090
107 H 7.305 3.549 0.111  C99 1.092
108 C 0.006 4.837 -5.858  C109 1.530, C114 1.523, H115 1.090, H116 1.095
109 C -0.759 4.616 -7.165  C108 1.530, C110 1.530, H117 1.095, H118 1.092
110 C -0.121 3.420 -7.874  C109 1.530, S111 1.790, H119 1.090, H120 1.091
111 S 0.577 2.390 -6.587  C110 1.790, O112 1.446, O113 1.446, C114 1.784
112 O 2.016 2.385 -6.733  S111 1.446
113 O -0.192 1.170 -6.482  S111 1.446
114 C 0.150 3.460 -5.225  C108 1.523, S111 1.784, H121 1.089, H122 1.092
115 H -0.514 5.529 -5.196  C108 1.090
116 H 0.995 5.255 -6.075  C108 1.095
117 H -1.807 4.394 -6.939  C109 1.095
118 H -0.742 5.505 -7.799  C109 1.092
119 H -0.857 2.845 -8.437  C110 1.090
120 H 0.690 3.732 -8.534  C110 1.091
121 H 0.925 3.417 -4.461  C114 1.089
122 H -0.802 3.114 -4.815  C114 1.092
123 C -7.693 1.722 4.405  C124 1.530, C129 1.523, H130 1.092, H131 1.095
124 C -6.164 1.737 4.450  C123 1.530, C125 1.530, H132 1.095, H133 1.092
125 C -5.659 1.451 3.034  C124 1.530, S126 1.790, H134 1.090, H135 1.091
126 S -6.932 2.041 1.922  C125 1.790, O127 1.445, O128 1.447, C129 1.784
127 O -7.495 0.908 1.224  S126 1.445
128 O -6.451 3.214 1.225  S126 1.447
129 C -8.079 2.554 3.188  C123 1.523, S126 1.784, H136 1.090, H137 1.092
130 H -8.130 2.125 5.320  C123 1.092
131 H -8.049 0.694 4.283  C123 1.095
132 H -5.819 2.725 4.771  C124 1.095
133 H -5.774 1.007 5.162  C124 1.092
134 H -4.726 1.974 2.826  C125 1.090
135 H -5.531 0.381 2.863  C125 1.091
136 H -9.102 2.381 2.856  C129 1.090
137 H -7.919 3.619 3.372  C129 1.092
138 C 0.992 7.785 -1.837  C139 1.530, C144 1.523, H145 1.092, H146 1.095
139 C -0.351 8.424 -1.476  C138 1.530, C140 1.530, H147 1.095, H148 1.092
140 C -1.441 7.385 -1.747  C139 1.530, S141 1.790, H149 1.090, H150 1.091
141 S -0.667 5.784 -1.542  C140 1.790, O142 1.446, O143 1.445, C144 1.784
142 O -0.652 5.113 -2.823  S141 1.446
143 O -1.184 5.155 -0.349  S141 1.445
144 C 0.974 6.399 -1.206  C138 1.523, S141 1.784, H151 1.090, H152 1.092
145 H 1.834 8.379 -1.476  C138 1.092
146 H 1.080 7.701 -2.926  C138 1.095
147 H -0.353 8.692 -0.415  C139 1.095
148 H -0.529 9.339 -2.045  C139 1.092
149 H -2.270 7.478 -1.045  C140 1.090
150 H -1.812 7.452 -2.771  C140 1.091
151 H 1.717 5.724 -1.629  C144 1.090
152 H 1.092 6.458 -0.123  C144 1.092

Total energy in eV: -202244.935
SMILES: CCCCN[C@](NI)([C@H](S)O[C@@H](CC(=O)O)B(O)OC)P(O)(O)=S.O=S1(=O)CCCC1.O=S1(=O)CCCC1.O=S1(=O)CCCC1.O=S1(=O)CCCC1.O=S1(=O)CCCC1.O=S1(=O)CCCC1.O=S1(=O)CCCC1
Kohn-Sham gap in eV: 7.66
E_LUMO in eV: 0.02

2.
A 5-piece molecular cluster, C38H79N4O6 overall in a non-equilibrium geometry, computed with ωB97M-V/def2-TZVPD.

Bonds (Å) are listed after each position.
CARTESIAN COORDINATES (ANGSTROEM)
1 C 19.927 -8.792 -21.812  C2 1.509, H5 1.090, H6 1.090, H7 1.090
2 C 18.858 -8.755 -22.878  C1 1.509, O3 1.255, O4 1.251
3 O 19.167 -9.075 -24.051  C2 1.255
4 O 17.647 -8.553 -22.644  C2 1.251
5 H 20.200 -7.771 -21.547  C1 1.090
6 H 20.785 -9.399 -22.101  C1 1.090
7 H 19.528 -9.230 -20.898  C1 1.090
8 C 17.777 -12.289 -19.741  C9 1.488, H19 1.090, H20 1.090, H21 1.090
9 C 16.708 -13.079 -20.410  C8 1.488, C10 1.607, N14 1.500, C18 1.536
10 C 15.728 -13.824 -19.377  C9 1.607, C11 1.484, H22 1.090, H23 1.090
11 C 14.517 -13.049 -19.008  C10 1.484, C12 1.497, H24 1.090, H25 1.090
12 C 13.718 -12.647 -20.208  C11 1.497, C13 1.635, H26 1.090, H27 1.090
13 C 14.539 -11.753 -21.304  C12 1.635, N14 1.487, C16 1.629, C17 1.599
14 N 15.960 -12.188 -21.357  C9 1.500, C13 1.487, O15 1.403
15 O 16.696 -11.318 -22.176  N14 1.403, H37 0.960
16 C 13.760 -12.022 -22.709  C13 1.629, H28 1.090, H29 1.090, H30 1.090
17 C 14.169 -10.254 -20.889  C13 1.599, H31 1.090, H32 1.090, H33 1.090
18 C 17.431 -14.110 -21.290  C9 1.536, H34 1.090, H35 1.090, H36 1.090
19 H 18.314 -11.622 -20.415  C8 1.090
20 H 18.604 -12.818 -19.268  C8 1.090
21 H 17.362 -11.594 -19.011  C8 1.090
22 H 15.517 -14.850 -19.677  C10 1.090
23 H 16.301 -13.949 -18.459  C10 1.090
24 H 14.592 -12.130 -18.426  C11 1.090
25 H 13.835 -13.623 -18.381  C11 1.090
26 H 12.875 -12.092 -19.798  C12 1.090
27 H 13.246 -13.482 -20.725  C12 1.090
28 H 14.010 -11.297 -23.485  C16 1.090
29 H 14.165 -12.967 -23.071  C16 1.090
30 H 12.672 -12.038 -22.659  C16 1.090
31 H 14.396 -10.148 -19.828  C17 1.090
32 H 14.822 -9.632 -21.500  C17 1.090
33 H 13.117 -10.063 -21.104  C17 1.090
34 H 16.837 -14.696 -21.991  C18 1.090
35 H 18.219 -14.625 -20.739  C18 1.090
36 H 18.133 -13.711 -22.022  C18 1.090
37 H 16.976 -10.583 -21.626  O15 0.960
38 C 21.146 -9.221 -17.947  C39 1.509, H49 1.090, H50 1.090, H51 1.090
39 C 22.551 -9.289 -17.401  C38 1.509, C40 1.536, N44 1.507, C48 1.534
40 C 23.181 -7.900 -17.219  C39 1.536, C41 1.543, H52 1.090, H53 1.090
41 C 24.469 -7.814 -16.375  C40 1.543, C42 1.535, H54 1.090, H55 1.090
42 C 24.193 -8.270 -14.935  C41 1.535, C43 1.558, H56 1.090, H57 1.090
43 C 23.475 -9.652 -14.899  C42 1.558, N44 1.519, C46 1.507, C47 1.575
44 N 22.443 -9.832 -15.999  C39 1.507, C43 1.519, O45 1.425
45 O 21.923 -11.158 -16.042  N44 1.425, H67 0.960
46 C 24.557 -10.701 -14.915  C43 1.507, H58 1.090, H59 1.090, H60 1.090
47 C 22.675 -9.612 -13.543  C43 1.575, H61 1.090, H62 1.090, H63 1.090
48 C 23.483 -10.084 -18.323  C39 1.534, H64 1.090, H65 1.090, H66 1.090
49 H 20.642 -10.161 -18.174  C38 1.090
50 H 21.203 -8.752 -18.929  C38 1.090
51 H 20.448 -8.654 -17.331  C38 1.090
52 H 23.528 -7.529 -18.183  C40 1.090
53 H 22.477 -7.138 -16.885  C40 1.090
54 H 24.623 -6.737 -16.316  C41 1.090
55 H 25.339 -8.295 -16.820  C41 1.090
56 H 23.754 -7.479 -14.326  C42 1.090
57 H 25.110 -8.429 -14.368  C42 1.090
58 H 24.127 -11.690 -14.757  C46 1.090
59 H 25.064 -10.711 -15.880  C46 1.090
60 H 25.107 -10.415 -14.018  C46 1.090
61 H 23.204 -9.328 -12.633  C47 1.090
62 H 21.746 -9.044 -13.501  C47 1.090
63 H 22.315 -10.583 -13.203  C47 1.090
64 H 24.487 -10.020 -17.905  C48 1.090
65 H 23.635 -9.553 -19.262  C48 1.090
66 H 23.381 -11.152 -18.516  C48 1.090
67 H 21.037 -10.955 -15.733  O45 0.960
68 C 23.039 -6.941 -23.076  C69 1.597, H79 1.090, H80 1.090, H81 1.090
69 C 24.456 -7.138 -23.785  C68 1.597, C70 1.539, N74 1.491, C78 1.502
70 C 24.877 -8.510 -23.231  C69 1.539, C71 1.496, H82 1.090, H83 1.090
71 C 26.131 -8.970 -23.903  C70 1.496, C72 1.574, H84 1.090, H85 1.090
72 C 25.945 -9.127 -25.458  C71 1.574, C73 1.538, H86 1.090, H87 1.090
73 C 25.359 -7.857 -26.097  C72 1.538, N74 1.495, C76 1.512, C77 1.548
74 N 24.287 -7.229 -25.264  C69 1.491, C73 1.495, O75 1.374
75 O 23.648 -6.163 -25.848  N74 1.374, H97 0.960
76 C 26.482 -6.897 -26.420  C73 1.512, H88 1.090, H89 1.090, H90 1.090
77 C 24.911 -8.341 -27.497  C73 1.548, H91 1.090, H92 1.090, H93 1.090
78 C 25.328 -6.100 -23.137  C69 1.502, H94 1.090, H95 1.090, H96 1.090
79 H 23.112 -7.155 -22.009  C68 1.090
80 H 22.279 -7.595 -23.503  C68 1.090
81 H 22.704 -5.908 -23.170  C68 1.090
82 H 25.164 -8.512 -22.179  C70 1.090
83 H 24.078 -9.226 -23.423  C70 1.090
84 H 26.526 -9.965 -23.697  C71 1.090
85 H 26.966 -8.294 -23.715  C71 1.090
86 H 25.313 -9.968 -25.743  C72 1.090
87 H 26.959 -9.231 -25.843  C72 1.090
88 H 26.881 -7.075 -27.418  C76 1.090
89 H 26.182 -5.850 -26.386  C76 1.090
90 H 27.383 -7.048 -25.825  C76 1.090
91 H 24.467 -7.469 -27.975  C77 1.090
92 H 25.714 -8.763 -28.102  C77 1.090
93 H 24.046 -9.000 -27.423  C77 1.090
94 H 26.387 -6.232 -23.358  C78 1.090
95 H 25.232 -6.062 -22.052  C78 1.090
96 H 24.995 -5.071 -23.271  C78 1.090
97 H 24.385 -5.548 -25.831  O75 0.960
98 C 15.413 -7.132 -28.592  C99 1.661, H109 1.090, H110 1.090, H111 1.090
99 C 14.585 -6.089 -27.600  C98 1.661, C100 1.506, N104 1.516, C108 1.566
100 C 13.115 -6.335 -27.814  C99 1.506, C101 1.603, H112 1.090, H113 1.090
101 C 12.172 -5.759 -26.653  C100 1.603, C102 1.556, H114 1.090, H115 1.090
102 C 12.767 -6.212 -25.288  C101 1.556, C103 1.536, H116 1.090, H117 1.090
103 C 14.271 -5.974 -25.092  C102 1.536, N104 1.494, C106 1.630, C107 1.570
104 N 14.971 -6.630 -26.238  C99 1.516, C103 1.494, O105 1.385
105 O 16.318 -6.739 -25.933  N104 1.385, H127 0.960
106 C 14.443 -4.363 -24.918  C103 1.630, H118 1.090, H119 1.090, H120 1.090
107 C 14.625 -6.603 -23.697  C103 1.570, H121 1.090, H122 1.090, H123 1.090
108 C 15.004 -4.671 -28.117  C99 1.566, H124 1.090, H125 1.090, H126 1.090
109 H 15.123 -7.161 -29.642  C98 1.090
110 H 15.182 -8.136 -28.235  C98 1.090
111 H 16.500 -7.065 -28.641  C98 1.090
112 H 12.810 -5.953 -28.788  C100 1.090
113 H 13.078 -7.421 -27.903  C100 1.090
114 H 11.252 -6.294 -26.888  C101 1.090
115 H 11.908 -4.727 -26.881  C101 1.090
116 H 12.758 -7.302 -25.274  C102 1.090
117 H 12.216 -6.005 -24.371  C102 1.090
118 H 14.235 -3.952 -23.930  C106 1.090
119 H 15.504 -4.234 -25.131  C106 1.090
120 H 13.949 -3.656 -25.584  C106 1.090
121 H 14.255 -7.624 -23.604  C107 1.090
122 H 15.713 -6.570 -23.653  C107 1.090
123 H 14.508 -5.994 -22.800  C107 1.090
124 H 16.048 -4.616 -27.809  C108 1.090
125 H 14.381 -3.837 -27.795  C108 1.090
126 H 15.076 -4.713 -29.204  C108 1.090
127 H 16.646 -5.879 -25.661  O105 0.960

Energy relative to the best compared isomer or geometry (same formula, charge and spin) in kcal/mol: 147.6
Total energy in eV: -58924.113
Charge: -1
Kohn-Sham gap in eV: 5.74
E_LUMO in eV: 2.13